Computed, not measured: C29H31As2F6GeNO4S2Zr as an isolated structure, with wB97M-V/def2-TZVPD.

The value obtained for the gap between HOMO and LUMO (spin up / spin down) is 7.074 / 5.039 eV. For the energy above the lowest of the compared OMol25 structures with the same formula, charge and spin, the calculation gives 10.6 kcal per mole. The HOMO energy (spin up / spin down) is -16.5 / -16.5 eV. The calculation puts the total energy at -257679.43003 eV. As for the expectation value of S²: 0.7555. The value obtained for the lowest unoccupied orbital energy (spin up / spin down) is -0.3453 / -0.4201 Ha. Its multiplicity is 2. As for the charge: +3.

Element x y z (Å)
Zr 0.872 0.215 0.326
F 1.556 -0.722 3.716
C 1.316 0.527 4.116
F 2.387 1.040 4.672
F 0.288 0.554 4.931
S 0.905 1.541 2.609
O -0.267 0.714 1.982
O 0.534 2.845 3.014
N 2.018 1.303 1.563
S 2.889 -1.790 0.726
O 1.346 -1.944 1.023
O 2.805 -0.650 -0.301
C 3.254 -3.242 -0.406
F 3.136 -4.346 0.304
F 4.488 -3.067 -0.823
F 2.414 -3.256 -1.430
C 3.179 4.116 0.221
As 2.879 2.604 -0.923
C 4.578 1.825 -1.357
C 1.881 3.069 -2.489
C 2.592 3.472 -3.617
C 1.898 3.946 -4.722
C 0.514 4.004 -4.699
C -0.193 3.572 -3.579
C 0.482 3.094 -2.464
As -0.502 2.415 -0.936
C -0.713 3.887 0.300
C -2.326 2.221 -1.558
H 3.853 4.781 -0.324
H 3.645 3.772 1.142
H 2.248 4.635 0.428
H 5.215 2.620 -1.751
H 4.446 1.035 -2.092
H 5.021 1.429 -0.446
H 3.674 3.436 -3.645
H 2.444 4.269 -5.598
H -0.026 4.378 -5.558
H -1.274 3.617 -3.593
H -1.094 4.742 -0.258
H 0.212 4.144 0.804
H -1.436 3.582 1.057
H -2.768 3.215 -1.610
H -2.885 1.612 -0.850
H -2.343 1.751 -2.535
C 0.023 -4.830 0.189
Ge -0.442 -3.116 0.913
C -0.906 -2.985 2.743
C -0.478 -4.021 3.580
C -0.768 -3.971 4.935
C -1.487 -2.900 5.447
C -1.922 -1.873 4.616
C -1.631 -1.909 3.263
C -1.104 -1.865 -0.470
C -0.259 -1.452 -1.493
C -0.744 -0.910 -2.705
C -2.096 -0.835 -2.897
C -3.007 -1.230 -1.893
C -4.405 -1.153 -2.114
C -5.282 -1.578 -1.161
C -4.802 -2.105 0.061
C -3.461 -2.184 0.308
C -2.519 -1.741 -0.657
H -0.913 -5.397 0.174
H 0.728 -5.373 0.815
H 0.392 -4.751 -0.830
H 0.070 -4.869 3.186
H -0.444 -4.772 5.586
H -1.722 -2.869 6.503
H -2.495 -1.052 5.026
H -1.986 -1.111 2.624
H 0.810 -1.657 -1.448
H -0.049 -0.632 -3.487
H -2.494 -0.484 -3.843
H -4.764 -0.768 -3.060
H -6.348 -1.527 -1.337
H -5.507 -2.453 0.804
H -3.129 -2.590 1.255

Need the Löwdin charges? In units of e they are: 1.5185, 0.1385, -0.6887, 0.2047, 0.2004, 0.5793, -0.4874, -0.2127, -0.4007, 1.0962, -0.6475, -0.6061, -0.7470, 0.1783, 0.1933, 0.1563, -0.1985, 1.2867, -0.2190, -0.4153, -0.0687, -0.0190, -0.0119, -0.0698, -0.4135, 1.1282, -0.2429, -0.2391, 0.0685, 0.0554, 0.0335, 0.0641, 0.0515, 0.0553, 0.1146, 0.1331, 0.1325, 0.1082, 0.0617, 0.0037, 0.0549, 0.0596, 0.0458, 0.0236, -0.1465, 1.1143, -0.3185, -0.0814, -0.0344, -0.0231, -0.0491, -0.1280, -0.2433, -0.2329, -0.0605, -0.0120, -0.1570, 0.0010, -0.0129, -0.0111, -0.0304, -0.1637, 0.0642, 0.0433, 0.0395, 0.1071, 0.1253, 0.1272, 0.1236, 0.0921, 0.0660, 0.1255, 0.1386, 0.1318, 0.1295, 0.1292, 0.0877


Computed, not measured: a 11-piece molecular cluster, C29H31BCl41FN5O7 overall in a non-equilibrium geometry, with wB97M-V/def2-TZVPD.

The value obtained for the gap between HOMO and LUMO is 8.615 eV. The HOMO energy is -11.8 eV. The calculation puts the total energy at -569163.88108 eV. The value obtained for the lowest unoccupied orbital energy is -0.1180 Ha. As for the charge: +1.

Element x y z (Å)
C 7.225 3.702 -0.033
C 6.043 3.988 -0.966
O 5.014 4.663 -0.280
C 4.441 3.864 0.730
C 3.052 4.416 1.026
C 2.104 3.304 1.431
C 0.654 3.734 1.579
C 0.029 4.224 0.261
N -0.805 3.232 -0.407
C -0.414 2.440 -1.373
C 0.910 2.375 -2.042
C 1.283 3.609 -2.819
O 2.436 3.914 -3.054
F 0.260 4.350 -3.267
N -1.376 1.611 -1.761
C -2.404 1.935 -0.998
N -3.590 1.303 -1.072
C -4.778 1.598 -0.304
C -4.699 1.093 1.122
O -4.046 0.158 1.485
Cl -5.666 2.039 2.261
N -3.669 0.248 -2.001
C -4.037 -1.006 -1.364
C -2.887 -1.713 -0.718
O -5.153 -1.446 -1.359
C -4.474 0.635 -3.167
C -3.679 1.094 -4.363
O -5.671 0.577 -3.199
N -2.128 2.945 -0.146
B -2.851 3.706 0.937
O -2.368 3.657 2.205
O -3.964 4.407 0.715
C -4.031 5.185 -0.514
C -5.497 5.497 -0.787
H 8.158 3.602 -0.569
H 7.253 4.529 0.663
H 7.046 2.799 0.537
H 6.417 4.618 -1.759
H 5.681 3.071 -1.433
H 5.024 3.896 1.647
H 4.379 2.845 0.344
H 3.123 5.185 1.783
H 2.741 4.913 0.108
H 2.180 2.449 0.766
H 2.421 2.941 2.404
H 0.091 2.861 1.893
H 0.509 4.457 2.368
H 0.853 4.443 -0.401
H -0.481 5.170 0.382
H 1.691 2.134 -1.337
H 0.858 1.559 -2.749
H -5.645 1.133 -0.748
H -4.989 2.658 -0.332
H -3.236 -2.479 -0.048
H -2.181 -2.061 -1.459
H -2.356 -0.977 -0.118
H -2.684 0.677 -4.389
H -4.231 0.734 -5.220
H -3.687 2.173 -4.436
H -2.161 2.737 2.409
H -3.548 6.129 -0.306
H -3.570 4.681 -1.356
H -6.017 5.412 0.159
H -5.635 6.506 -1.145
H -5.936 4.774 -1.463
C -5.052 -5.927 -1.376
Cl -5.758 -4.752 -0.262
Cl -3.339 -5.551 -1.630
Cl -5.198 -7.548 -0.698
Cl -5.901 -5.853 -2.922
C -8.669 -2.998 2.267
Cl -9.947 -3.949 1.505
Cl -9.374 -1.876 3.432
Cl -7.542 -4.078 3.093
Cl -7.806 -2.086 1.020
C 7.683 0.251 2.866
Cl 7.123 1.858 3.353
Cl 9.299 -0.025 3.512
Cl 6.577 -0.972 3.498
Cl 7.726 0.150 1.100
C -12.798 -3.439 5.814
Cl -12.342 -1.840 6.420
Cl -12.297 -4.677 6.964
Cl -14.549 -3.510 5.597
Cl -12.000 -3.725 4.263
C 11.672 -0.639 -1.195
Cl 12.309 0.934 -1.681
Cl 13.019 -1.686 -0.706
Cl 10.571 -0.432 0.173
Cl 10.785 -1.349 -2.545
C -9.622 0.789 -1.719
Cl -9.958 2.459 -1.249
Cl -7.967 0.368 -1.245
Cl -10.751 -0.295 -0.907
Cl -9.784 0.620 -3.466
C 16.688 0.041 -0.934
Cl 15.696 1.054 0.120
Cl 18.331 0.682 -0.993
Cl 16.722 -1.608 -0.301
Cl 15.998 0.031 -2.561
C 12.056 -5.424 -3.490
Cl 12.716 -4.220 -2.382
Cl 10.296 -5.447 -3.340
Cl 12.492 -5.002 -5.148
Cl 12.731 -7.020 -3.099
C -12.802 -8.917 6.073
Cl -14.163 -9.475 7.049
Cl -12.517 -10.055 4.752
Cl -13.164 -7.319 5.416
Cl -11.355 -8.815 7.085
C 9.306 -9.468 -1.044
Cl 7.985 -8.378 -0.599
Cl 8.736 -10.614 -2.262
Cl 10.646 -8.523 -1.705
Cl 9.847 -10.350 0.388

Atomic partial charges in e from the Löwdin method, atoms 1 to 99: -0.0751, -0.2637, -0.1456, -0.2290, -0.1557, -0.1965, -0.1492, -0.0613, 0.0565, -0.2330, 0.0269, -0.4244, 0.1699, 0.1334, 0.2594, -0.2338, 0.0294, -0.1031, -0.7469, 0.0868, 0.7769, 0.0367, -0.4227, 0.0157, 0.1127, -0.3929, 0.0212, 0.1082, 0.2404, -0.7422, 0.2305, 0.0915, -0.1807, -0.0388, 0.0788, 0.0839, -0.0062, 0.1160, 0.1140, 0.1169, 0.1235, 0.1263, 0.1090, 0.1013, 0.1269, 0.1062, 0.1260, 0.1075, 0.1453, 0.1287, 0.1486, 0.0660, 0.1086, 0.0795, 0.0936, 0.0710, 0.0767, 0.0920, 0.0886, 0.1255, 0.1274, 0.1179, 0.0895, 0.0843, 0.0763, -2.0550, 0.5072, 0.5106, 0.5381, 0.5319, -2.0401, 0.5255, 0.5125, 0.5312, 0.4844, -2.0340, 0.5316, 0.5409, 0.5307, 0.5013, -2.0473, 0.5235, 0.5043, 0.5331, 0.4815, -2.0144, 0.5233, 0.4804, 0.4859, 0.5243, -2.0316, 0.5281, 0.5459, 0.5427, 0.5510, -2.0617, 0.5086, 0.5325, 0.5138


Computed, not measured: C29H31CeCl4F3N5O2SSi as an isolated structure in a non-equilibrium geometry, with wB97M-V/def2-TZVPD.

The value obtained for the gap between HOMO and LUMO is 7.201 eV. For the energy above the lowest of the compared OMol25 structures with the same formula, charge and spin, the calculation gives 0.0 kcal per mole. The HOMO energy is -5.4 eV. The calculation puts the total energy at -132012.24976 eV. The value obtained for the lowest unoccupied orbital energy is 0.0666 Ha. As for the charge: -1.

Element x y z (Å)
Ce 13.317 10.575 11.800
Cl 14.911 15.632 16.549
C 14.030 14.512 15.521
C 12.652 14.418 15.607
Cl 11.751 15.544 16.585
C 11.951 13.490 14.777
Cl 10.239 13.450 14.663
C 12.653 12.687 13.920
O 12.216 11.781 13.130
C 14.085 12.816 13.779
O 14.551 12.058 12.842
C 14.743 13.748 14.550
Cl 16.478 13.950 14.322
C 11.735 9.286 15.227
C 11.245 8.606 14.006
C 10.170 7.728 14.052
C 9.759 7.142 12.831
C 10.362 7.462 11.667
C 11.454 8.359 11.695
N 11.855 8.899 12.855
N 12.214 8.765 10.649
Si 11.839 8.256 9.023
C 11.916 6.344 8.975
C 10.167 8.939 8.465
C 13.011 8.942 7.719
H 11.392 8.806 16.143
H 11.441 10.357 15.184
H 12.829 9.248 15.229
H 9.709 7.438 14.989
H 8.938 6.454 12.872
H 9.989 7.041 10.755
H 10.951 5.861 9.204
H 12.600 5.939 9.729
H 12.234 6.010 7.997
H 9.377 8.843 9.225
H 9.754 8.533 7.551
H 10.352 10.018 8.370
H 14.037 8.593 7.797
H 12.965 10.026 7.832
H 12.608 8.662 6.743
N 15.324 9.117 10.416
C 16.361 9.310 9.371
C 16.176 10.490 8.448
C 16.613 11.862 8.975
C 15.883 12.276 10.226
N 14.420 12.256 10.161
H 15.728 8.666 11.246
H 14.639 8.479 10.045
H 16.418 8.374 8.809
H 17.305 9.405 9.879
H 15.103 10.500 8.212
H 16.731 10.269 7.521
H 16.449 12.616 8.186
H 17.693 11.797 9.247
H 16.184 13.278 10.569
H 16.211 11.655 11.045
H 14.010 12.403 9.238
H 14.063 13.009 10.744
S 16.521 7.448 14.698
C 15.546 8.366 13.830
N 14.799 9.076 13.244
F 7.213 16.222 5.952
C 6.951 15.033 6.501
F 5.912 15.169 7.323
F 6.499 14.237 5.497
C 8.137 14.406 7.206
C 7.886 13.215 7.938
C 8.898 12.621 8.636
C 10.211 13.148 8.588
C 10.438 14.291 7.840
C 9.426 14.943 7.180
C 11.169 12.463 9.399
C 11.758 11.693 10.142
H 6.883 12.829 7.949
H 8.663 11.695 9.167
H 11.436 14.649 7.765
H 9.598 15.823 6.591

Need the Löwdin charges? In units of e they are: 1.1623, 0.6084, -0.6813, -0.6918, 0.6247, -0.6158, 0.7034, -0.3814, -0.2060, -0.3566, -0.2087, -0.5694, 0.6438, -0.0084, -0.3085, -0.0317, -0.0697, -0.0391, -0.4189, 0.0372, -0.1612, 0.4331, -0.1733, -0.1593, -0.1600, 0.0815, 0.0897, 0.0815, 0.1001, 0.0994, 0.0764, 0.0190, 0.0318, 0.0099, 0.0299, 0.0239, 0.0059, 0.0135, 0.0232, 0.0396, -0.0015, -0.2426, -0.2074, -0.1857, -0.2633, -0.0486, 0.0657, 0.0412, 0.1095, 0.1120, 0.0781, 0.1166, 0.1141, 0.1245, 0.1252, 0.0979, 0.0888, 0.0857, 0.4875, -0.9930, -0.0286, 0.1376, -0.5996, 0.1427, 0.1164, -0.1122, -0.0151, -0.0213, -0.2375, -0.0375, -0.0190, -0.1203, -0.0577, 0.1150, 0.1207, 0.1045, 0.1102